73
Properties=species:S:1:pos:R:3 method="wB97M-V/def2-TZVPD" e_lumo_ev="-2.994 / -2.983" e_homo_ha="-0.34718 / -0.34730" orbital_gap_ev="6.45 / 6.47" total_energy_ha=-2755.8343 total_charge=+1 spin_multiplicity=2
Ce 0.63251 0.31778 0.60548
P 0.15066 -2.34923 -0.79451
P -1.22392 0.09651 2.67360
P -2.05497 0.30012 -1.10688
O -1.68505 0.12386 4.19704
O -0.77546 1.67805 2.20220
O 0.50379 -0.29525 2.86154
N 0.15098 -0.44445 -4.27529
C -0.73868 3.56045 -4.06085
C 0.53378 3.18930 -3.62817
C 0.38796 -2.95157 -2.57265
C -1.26457 0.85664 5.39860
C 0.17882 0.74168 5.76937
C -1.55158 1.27120 -3.72038
C 1.46292 -3.40087 -0.02351
C 2.83819 -2.73179 -3.26667
C 0.88817 -1.67420 3.32112
C -1.28332 -3.38007 -0.39578
C -2.48863 0.39097 -2.97070
C 0.07534 2.84395 2.80637
C 3.70956 -0.48776 -3.11498
C 2.38132 -1.66052 3.33824
C -1.78352 2.62127 -4.00912
C 1.28378 -0.92922 -3.65923
C 1.51127 -2.27180 -3.27558
C -2.67788 1.95538 -0.60458
C 2.36635 0.00512 -3.24829
C 0.81279 1.79446 -3.45718
C -3.51300 -0.66994 -0.58752
C -0.21311 0.80473 -3.87565
C 3.92656 -1.84787 -3.30721
C 2.02463 1.32616 -2.96654
C -0.91050 3.83757 3.32243
H 2.45276 -3.03801 -0.33403
H -2.42139 -0.64307 -3.32769
H -2.05368 -3.25380 -1.15693
H -1.68690 -3.08123 0.57700
H 4.50064 0.25670 -2.97848
H -3.76876 1.96068 -0.74024
H -0.92356 4.59750 -4.32414
H 0.31418 1.16629 6.77876
H 2.29025 -0.29376 0.33987
H 0.68759 3.20688 1.98310
H -0.97670 -4.42453 -0.35524
H -3.50973 0.75600 -3.03959
H -3.43205 -0.87953 0.48545
H 0.72791 2.41169 3.58042
H -0.56738 -2.74021 -3.07550
H -2.22475 2.74148 -1.22047
H -4.41511 -0.07379 -0.77521
H 0.84554 1.30401 5.11889
H -2.43887 2.13780 0.45426
H 4.93725 -2.20497 -3.34006
H 0.45903 -2.42615 2.62674
H -1.87807 0.35237 6.17818
H 1.35409 3.88333 -3.49075
H 0.43194 -1.78005 4.30506
H 1.39590 -3.36909 1.07463
H 2.72291 -2.60549 3.79959
H -1.58627 1.88450 5.31647
H -1.47693 3.43512 4.15038
H 1.33425 0.86711 -0.73953
H 0.51938 -0.28732 5.83315
H -0.40738 4.74045 3.66870
H 1.30460 -4.42653 -0.37329
H -1.60894 4.12534 2.51864
H 3.01444 -3.81568 -3.26553
H -2.82475 2.95134 -4.20973
H 0.55031 -4.01675 -2.52549
H 2.76305 -0.83303 3.96228
H 2.66572 1.98273 -2.24794
H 2.84184 -1.57913 2.33922
H -3.56756 -1.60988 -1.14567

***

90
Properties=species:S:1:pos:R:3 method="wB97M-V/def2-TZVPD" e_lumo_ev=-0.214 smiles="O=C1OCCO1.O=C1OCCO1.O=C1OCCO1.O=C1OCCO1.O=C1OCCO1.ClCCCl.ClCCCl.ClCCCl.ClCCCl.ClCCCl" e_homo_ha=-0.35826 orbital_gap_ev=9.53 total_energy_ha=-6707.1162 total_charge=0
Cl 24.45610 -10.99351 -36.13512
Cl 26.61424 -7.32869 -34.09988
Cl 15.63322 -3.31463 -27.90113
Cl 24.65976 -5.08441 -34.02375
Cl 20.56861 -4.65663 -31.98844
Cl 20.42460 -13.66310 -35.35851
Cl 20.09374 -7.43238 -33.80428
Cl 18.66532 -2.14609 -28.66475
Cl 22.51961 -8.09359 -36.38760
Cl 19.90967 -10.66626 -36.41574
O 20.53761 -3.94305 -35.79823
O 17.31336 -5.01411 -33.18072
O 20.83612 -2.31347 -34.35704
O 24.10337 -0.54023 -29.51762
O 17.68970 -6.82728 -29.93551
O 22.17985 -0.80142 -30.67373
O 22.12902 -2.51899 -36.23306
O 23.74170 -7.70520 -29.43830
O 16.99857 -3.33244 -34.67771
O 23.96087 -9.87881 -29.29098
O 17.62516 -8.79057 -28.96972
O 16.98941 -2.93211 -32.46185
O 23.09660 -8.96775 -31.18090
O 24.02657 -1.62899 -31.44827
O 17.74219 -6.94815 -27.61233
C 16.77828 -4.56071 -35.37547
C 21.52226 -6.10878 -31.98161
C 23.45458 -0.90237 -30.49803
C 20.74344 -10.99488 -34.80224
C 21.68669 -6.69288 -33.38851
C 20.19002 -12.34139 -34.25032
C 25.02600 -9.29315 -36.57830
C 17.87530 -9.05989 -30.28436
C 24.55984 -9.30326 -28.18941
C 21.76482 -1.25842 -31.94201
C 17.17364 -3.67348 -33.36232
C 21.16013 -2.86432 -35.36129
C 20.97327 -4.37874 -37.07669
C 25.17237 -5.81099 -32.43621
C 26.50552 -6.50932 -32.53131
C 17.64712 -7.46391 -28.73390
C 23.02026 -2.02448 -32.38103
C 22.09377 -3.42628 -37.33221
C 24.23747 -8.16074 -35.89365
C 17.99325 -3.76309 -29.02542
C 16.51458 -3.72019 -29.41182
C 17.44786 -5.61996 -34.46404
C 17.79568 -7.68746 -30.97517
C 24.02761 -7.95346 -28.10379
C 23.64442 -8.89578 -30.06190
H 20.52379 -12.76518 -33.30317
H 24.28297 -8.23179 -34.80692
H 21.90839 -5.98640 -34.18841
H 23.01921 -3.95991 -37.54878
H 22.47896 -5.96007 -31.48091
H 18.87429 -9.49508 -30.31146
H 22.86184 -3.10287 -32.37216
H 18.46382 -5.82165 -34.80351
H 18.70931 -7.50449 -31.54077
H 23.13942 -7.88723 -27.47543
H 18.58070 -4.14674 -29.85957
H 24.71210 -7.20709 -36.12470
H 21.82822 -10.99279 -34.90869
H 25.12932 -4.93939 -31.78310
H 26.08685 -9.33292 -36.33106
H 25.62532 -9.26237 -28.41567
H 18.11202 -4.34318 -28.11028
H 20.19969 -4.40731 -37.84406
H 26.70791 -7.14543 -31.66963
H 20.54239 -10.15713 -34.13452
H 20.96507 -1.99888 -31.92718
H 17.01828 -9.62911 -30.64435
H 24.35619 -9.86987 -27.28080
H 23.37313 -1.74430 -33.37355
H 24.72643 -7.21199 -27.71653
H 27.30207 -5.76949 -32.45210
H 16.97632 -7.56674 -31.68382
H 24.99729 -9.30289 -37.66788
H 16.36725 -2.92535 -30.14300
H 16.79931 -6.49171 -34.55090
H 21.48428 -0.44224 -32.60777
H 17.39239 -4.60757 -36.27478
H 15.74046 -4.76325 -35.64008
H 21.03805 -6.90775 -31.42011
H 21.31515 -5.40364 -36.93250
H 24.39609 -6.48265 -32.06966
H 22.33580 -7.56621 -33.32491
H 21.81714 -2.80308 -38.18263
H 16.17359 -4.68997 -29.77424
H 19.12610 -12.18842 -34.06926

***

89
Properties=species:S:1:pos:R:3 method="wB97M-V/def2-TZVPD" e_lumo_ev=-0.195 e_homo_ha=-0.30662 orbital_gap_ev=8.15 total_energy_ha=-8293.1734 total_charge=0
Cl -3.45573 -2.81221 5.96437
Cl 4.79905 -5.51545 -7.27604
Cl 3.76034 -4.63995 -4.69954
Cl 5.38871 -7.04881 -4.87089
Cl -5.96266 -2.34398 7.37142
Cl -0.46046 8.11589 1.55719
Cl -1.68824 7.69109 -1.04965
Cl 1.95474 5.29082 -0.47062
Cl 8.08895 -5.18619 -8.74091
Cl 7.78032 -8.01043 -8.09901
Cl -0.27156 10.17473 -0.49442
Cl -3.42804 -1.72908 8.66802
Cl 8.10334 -7.17366 -10.87011
S -1.56033 2.20555 -3.09937
P -3.13785 2.32905 -1.96679
O -4.03748 1.92530 0.68684
O 3.63051 -2.11609 1.63781
O -2.34110 -3.49560 -0.53254
O -2.72588 -2.69702 -2.87767
O -1.41570 0.86875 1.60372
N -1.40344 2.14113 5.18927
N 3.93100 -0.37442 -0.13646
N -1.46820 -0.14292 6.03197
N -2.96790 0.48958 4.22149
C -0.33273 8.43181 -0.18153
C 2.07056 -3.54481 -3.46315
C 1.42109 -2.03227 -3.24984
C -1.53831 1.84686 0.51424
C 4.18927 -6.04003 -5.69730
C -1.69154 3.40891 0.98774
C 1.05508 0.49083 1.41535
C -3.17136 -0.18798 -0.34562
C -4.26246 -2.81300 7.54190
C -2.35096 -2.50481 -1.46621
C 8.54467 -6.83931 -9.18691
C -0.36789 0.14656 3.76290
C 0.21766 4.57329 -0.64247
C 3.37413 -1.34722 -1.18952
C -2.97007 1.47052 -0.26536
C -0.30257 4.29425 0.88955
C -0.17055 1.02056 2.36852
C -1.56089 0.69915 4.74154
C 3.37404 -0.84876 1.20865
C 4.02257 -2.85574 -1.47082
C -1.88590 -0.96836 -0.99825
C -5.33481 2.03515 0.00259
C 2.44164 0.11824 2.20528
C 2.05687 -0.96194 -2.13858
C 3.39578 -3.91424 -2.56564
H -5.52764 3.07128 -0.50949
H -2.49354 4.00014 0.33090
H 3.11344 1.06675 2.46155
H 1.52787 0.08066 -2.05201
H 0.59537 7.98382 -0.54564
H 4.97110 -3.19483 -0.84885
H -3.07681 -1.78886 -3.16484
H 0.08446 2.11238 2.70193
H 3.90011 -4.98120 -2.68049
H -3.69731 0.62058 4.95648
H -0.53965 5.34682 1.40031
H -0.63187 -0.95844 3.47630
H -4.28998 1.84649 -2.69454
H -5.56434 1.18314 -0.76603
H -1.11326 -1.14969 -0.11164
H -4.22406 -3.82712 7.94778
H -0.70603 2.09697 5.98129
H -2.12065 3.43106 2.09414
H 9.62905 -6.93570 -9.08962
H 3.28827 -6.63770 -5.85745
H -3.07544 -0.40802 3.70013
H 1.60647 -4.32360 -4.22665
H -6.16579 1.93625 0.85403
H -1.33222 -0.39135 -1.85217
H -0.71258 1.78270 -0.31233
H 0.33971 3.54824 -1.20165
H -0.50905 5.32286 -1.17524
H 3.51469 0.58008 -0.34740
H -0.45172 -0.19957 6.26020
H 0.64161 0.22902 4.39465
H 0.47858 -1.76432 -3.90746
H -3.39825 -0.59782 0.74765
H 1.31166 1.39153 0.67501
H 0.60122 3.84846 1.48520
H 2.30687 -0.49645 3.19175
H -1.81481 -1.09620 5.72327
H -3.36488 3.74689 -1.70853
H 0.76606 -0.41196 0.71096
H -1.08234 2.77009 4.42111
H -4.12004 -0.45713 -0.98774